(1)
Entry from the OMol25 dataset: a 5-piece molecular cluster, C16H24ClO12 overall (wB97M-V/def2-TZVPD).

Geometry (Å):
Cl: -1.04148 -0.24637 0.37089
O: -2.13454 -1.17037 0.27013
O: -0.14289 -0.65762 -0.61263
O: -1.44444 1.16384 0.05192
O: -0.36049 -0.33938 1.63608
O: 6.73347 -0.65086 -1.35329
C: 5.50543 -0.73485 -1.45885
O: 4.65232 -1.21276 -0.41440
C: 3.28612 -0.89498 -0.61346
C: 3.22670 -0.74541 -2.18933
C: 4.61513 -0.39025 -2.67185
H: 3.05252 0.03737 -0.09940
H: 2.54852 -1.67751 -0.43544
H: 2.41233 -0.03425 -2.32771
H: 2.76224 -1.60582 -2.67108
H: 4.68051 0.68192 -2.85696
H: 5.08367 -0.82064 -3.55692
O: 0.72069 3.08529 -2.60654
C: 1.09644 3.94525 -1.76217
O: 1.73139 5.07773 -2.16770
C: 1.88941 6.01403 -1.09302
C: 1.21922 5.42802 0.09230
C: 0.94747 3.90480 -0.27682
H: 1.56150 6.97489 -1.48965
H: 2.92044 6.28635 -0.86741
H: 0.31109 5.95425 0.38635
H: 1.99378 5.40871 0.85897
H: -0.04294 3.47749 -0.11999
H: 1.65854 3.31535 0.30199
O: -0.56745 0.51605 6.95515
C: -0.89314 -0.32807 6.11364
O: -0.05315 -1.42582 5.97559
C: -0.57684 -2.23732 4.95363
C: -2.01952 -1.78937 4.72480
C: -2.05645 -0.29784 5.15294
H: -0.46964 -3.27002 5.28550
H: -0.08257 -2.18394 3.98361
H: -2.60777 -2.38082 5.42640
H: -2.34370 -1.82089 3.68460
H: -3.00342 -0.01100 5.61019
H: -1.68223 0.35770 4.36661
O: -2.44030 -4.03626 -4.98829
C: -2.96218 -3.45352 -4.04593
O: -2.62890 -2.12293 -3.80138
C: -3.34867 -1.60261 -2.71663
C: -3.85715 -2.91732 -1.91014
C: -4.05234 -3.86963 -3.07524
H: -4.21450 -1.03260 -3.05357
H: -2.77793 -0.95012 -2.05586
H: -4.80966 -2.76402 -1.40287
H: -3.18769 -3.09253 -1.06798
H: -4.96717 -3.96446 -3.66022
H: -3.83965 -4.89674 -2.77875

Cartesian forces (eV/Å) of the 2 atoms listed first:
-0.3 2.1 -0.6
-1.5 0.2 1.1

Properties
LUMO energy = 2.51 eV
Total charge = -1
HOMO = -6.72 eV
2S+1 = 1

---

(2)
Entry from the OMol25 dataset: a 2-piece molecular cluster, C21H24BrN2O11P3S2 overall (wB97M-V/def2-TZVPD).

Geometry (Å):
N: 1.48442 -4.26972 -0.24482
P: 3.10890 -3.67526 -0.03020
O: 3.90909 -3.96801 -1.41939
C: 2.74249 -1.83622 -0.02776
C: 2.76458 -1.27821 1.26728
C: 3.05674 -2.16080 2.45721
O: 1.89482 -2.92540 2.81217
O: 1.21102 -2.25404 3.87293
C: 2.47529 0.08519 1.45284
Br: 2.42927 0.80874 3.20056
C: 2.20845 0.88066 0.34163
C: 2.19967 0.33536 -0.93670
C: 2.43919 -1.03127 -1.15832
P: 2.34514 -1.70542 -2.85988
O: 1.84010 -3.22986 -2.77463
O: 1.10496 -0.98106 -3.59757
S: 3.99256 -1.62698 -3.80998
C: 1.95647 1.32667 -2.04152
O: 2.54760 1.29575 -3.07706
C: 0.95632 2.39370 -1.74605
P: -0.05859 3.03216 -3.11118
O: 0.33943 2.24207 -4.44975
O: -1.58541 2.64875 -2.80711
S: 0.27277 4.90535 -3.36143
C: 0.89819 2.87416 -0.50121
C: -0.01006 3.89886 0.08273
C: -0.76112 3.23513 1.28668
C: -2.21749 3.57215 1.38105
O: -2.64370 4.16315 2.33587
N: -3.05163 3.20712 0.31225
C: -3.42665 1.82870 0.27005
C: -3.94280 1.32545 -0.92409
C: -4.34958 0.00270 -1.03318
C: -4.23787 -0.84028 0.06843
C: -3.73394 -0.34472 1.26185
C: -3.32023 0.97835 1.36090
C: 1.88704 2.34123 0.47942
O: 2.37080 3.05174 1.30880
H: 1.47886 -5.20195 0.15874
H: 0.92495 -3.71559 0.40088
H: 3.43814 -4.64361 -1.92636
H: 3.84957 -2.85990 2.24425
H: 3.35854 -1.58909 3.32390
H: 0.51250 -1.77183 3.40650
H: 0.89013 -3.26026 -2.59217
H: 0.29561 -1.04608 -3.06842
H: 0.10688 1.30185 -4.39475
H: -1.91904 2.09634 -3.52682
H: 0.61574 4.66950 0.52229
H: -0.71401 4.30608 -0.62821
H: -0.28919 3.48679 2.22575
H: -0.68241 2.14775 1.19286
H: -3.84904 3.82952 0.28543
H: -4.05141 1.98027 -1.77402
H: -4.75311 -0.35616 -1.96633
H: -4.57994 -1.86005 -0.01470
H: -3.66771 -0.99077 2.12041
H: -2.91776 1.33716 2.29605
C: -1.27272 -2.75839 3.03323
O: -1.14548 -1.99542 1.82991
H: -1.68689 -2.10204 3.79503
H: -1.94953 -3.60373 2.88824
H: -0.30396 -3.13106 3.37362
H: -0.78499 -2.57519 1.15391

Cartesian forces (eV/Å) of the 2 atoms listed first:
0.1 0.1 0.1
0.9 0.0 0.7

Properties
LUMO energy = -1.52 eV
SMILES = NP(O)c1c(COO)c(Br)c2c(c1P(O)(O)=S)C(=O)C(P(O)(O)=S)=C(CCC(=O)Nc1ccccc1)C2=O.CO
HOMO = -8.71 eV
2S+1 = 1

---

(3)
Entry from the OMol25 dataset: C31H46P2Pd as an isolated structure (wB97M-V/def2-TZVPD).

Geometry (Å):
Pd: 1.00982 2.56591 -1.68400
C: -3.22497 0.62197 0.81233
C: -3.26341 0.56946 -0.60872
C: -3.11353 -1.59099 0.18333
C: -3.19539 -0.71592 1.30250
C: -3.11827 -0.78863 -1.00151
C: -3.28064 1.83480 1.65388
H: -3.26670 2.75308 1.04019
H: -2.39733 1.88650 2.31892
H: -4.17580 1.89163 2.30979
C: -2.89790 -1.10927 2.68229
H: -3.19438 -0.35000 3.39528
H: -1.82130 -1.25669 2.79012
H: -3.36913 -2.04487 2.96343
C: -2.93903 -3.05357 0.31037
H: -3.68168 -3.48594 1.00296
H: -1.95640 -3.29641 0.74365
H: -3.00329 -3.58322 -0.65525
C: -3.08823 -1.30334 -2.38501
H: -4.07241 -1.67637 -2.70781
H: -2.38845 -2.14089 -2.48048
H: -2.78923 -0.51414 -3.07899
C: -3.60981 1.67499 -1.52805
H: -4.69174 1.70085 -1.72998
H: -3.08401 1.58561 -2.48353
H: -3.34332 2.63431 -1.07829
C: 2.57889 3.51526 -0.73807
C: 1.50686 4.41295 -1.00331
C: 1.39763 5.23493 -2.26053
C: 1.79471 4.47146 -3.54184
C: 1.56760 2.97829 -3.53448
C: 2.50551 1.98905 -3.10177
C: 3.88986 2.29351 -2.56831
C: 3.85559 3.44269 -1.52759
H: 1.95109 6.17711 -2.17877
H: 2.82010 4.73793 -3.83904
H: 0.33835 5.49452 -2.33509
H: 4.01084 4.39785 -2.04009
H: 2.60882 3.03160 0.24829
H: 0.91319 4.70692 -0.12978
H: 4.68500 3.31790 -0.81275
H: 4.32056 1.38588 -2.09553
H: 2.40626 0.96913 -3.48660
H: 4.60493 2.57086 -3.35337
H: 1.13697 4.83568 -4.34348
H: 0.69550 2.60505 -4.10140
P: 1.56500 0.18124 1.48580
C: 3.10522 0.62929 2.25749
C: 0.47166 1.58262 1.58621
P: 0.29177 -0.77222 -1.11331
C: 1.89066 -0.31037 -0.24401
C: 0.66423 -0.84263 -2.91595
C: 0.27091 -2.55626 -0.77759
H: 3.43755 -0.17355 2.92439
H: 2.97024 1.55775 2.83724
H: 3.83860 0.78158 1.45860
H: 0.72730 2.39813 0.89029
H: 0.52065 1.96959 2.60918
H: -0.55255 1.22161 1.44675
H: 1.26283 -3.01188 -0.84714
H: -0.42433 -3.06076 -1.45667
H: -0.07595 -2.64082 0.24669
H: 2.46605 -1.24610 -0.14346
H: 2.45851 0.41784 -0.86543
H: 0.03443 -1.65301 -3.32887
H: 1.73738 -1.04944 -3.10504
H: 0.38270 0.10918 -3.38595
C: 0.68090 -1.11273 2.24256
C: 0.32529 -2.28421 2.44585
C: 0.10909 -3.58238 2.99114
C: 0.03334 -3.70871 4.39443
C: 0.03203 -4.96785 4.96878
C: 0.05234 -6.10377 4.17247
C: 0.00441 -5.98463 2.78439
C: 0.02865 -4.73782 2.18066
H: 0.00232 -2.78847 4.99147
H: 0.01519 -5.04471 6.05676
H: 0.07759 -7.10111 4.63111
H: -0.04947 -6.87139 2.14727
H: 0.01371 -4.62142 1.08996

Cartesian forces (eV/Å) of the 2 atoms listed first:
-2.7 -3.4 2.0
-0.6 -0.2 0.0

Properties
LUMO energy (spin up / spin down) = -6.20 / -7.61 eV
Total charge = +2
HOMO (spin up / spin down) = -8.80 / -12.56 eV
2S+1 = 5

---

(4)
Entry from the OMol25 dataset: C9H18ClIN2OPSTl as an isolated structure (wB97M-V/def2-TZVPD).

Geometry (Å):
C: 1.24212 -2.91638 -4.19197
I: -0.41382 -1.90486 -3.21708
H: 2.07938 -3.12014 -3.52925
H: 1.54423 -2.29817 -5.03737
H: 0.80385 -3.84750 -4.55957
Tl: 1.10719 -0.59032 -0.87976
P: -1.50194 -1.40976 0.40948
C: -3.21720 -1.73253 -0.15041
C: -0.90864 -3.14505 0.54852
H: -0.85715 -0.87878 2.66430
H: -2.37115 -1.86727 2.62166
H: -2.40698 -0.10354 2.23562
C: -1.82297 -1.02951 2.16569
H: 0.05770 -3.14923 1.06930
H: -1.65174 -3.71338 1.12536
H: -3.67346 -2.47778 0.51939
H: -3.22256 -2.11055 -1.17863
H: -0.79146 -3.58511 -0.45059
H: -3.78862 -0.79716 -0.09954
C: -2.31400 0.19276 -2.61863
O: -3.12536 0.98431 -2.60156
Cl: 1.59176 -0.56337 1.73146
C: 1.96860 3.38813 -0.79042
N: 1.88336 3.19790 0.65343
C: 2.85860 3.51305 1.57224
C: 2.39290 3.12842 2.80263
N: 1.13565 2.60435 2.58746
C: 0.79145 2.62478 1.26132
S: -0.55647 2.03452 0.46008
H: 2.08689 2.41786 -1.28622
H: 1.05357 3.86071 -1.16788
H: 2.83948 4.01195 -0.99427
H: 3.78688 3.95374 1.26350
H: 2.83400 3.19358 3.77149
H: 0.56592 2.13430 3.29021

Cartesian forces (eV/Å) of the 2 atoms listed first:
-0.3 -0.3 -0.4
1.3 -0.5 -0.6

Properties
LUMO energy (spin up / spin down) = -9.77 / -10.04 eV
Total charge = +2
HOMO (spin up / spin down) = -15.06 / -14.91 eV
2S+1 = 1

---

(5)
Entry from the OMol25 dataset: C20H12BCl5CoO3 as an isolated structure (wB97M-V/def2-TZVPD).

Geometry (Å):
Co: 1.50039 0.74970 -0.20460
Cl: 4.96339 0.92570 -0.34760
C: 4.10809 2.40520 -0.22340
C: 2.70729 2.35690 -0.24120
C: 2.05549 3.59680 -0.18540
Cl: 0.34669 3.62760 -0.29740
C: 2.72679 4.81480 -0.07090
Cl: 1.85929 6.28210 0.00930
C: 4.12629 4.81620 -0.03650
Cl: 4.96859 6.29440 0.09630
C: 4.82639 3.60510 -0.13260
Cl: 6.53359 3.60710 -0.14780
C: -1.44911 0.46280 2.25810
C: -1.35811 0.63720 0.77220
O: -0.23351 0.85910 0.26990
C: -2.55541 0.59240 -0.04640
C: -2.45321 0.65410 -1.44690
C: -3.58701 0.63660 -2.23150
C: -4.84161 0.56340 -1.64360
C: -4.95911 0.51970 -0.26140
C: -3.83321 0.52690 0.53380
H: -0.45071 0.43210 2.69250
H: -1.98011 -0.45140 2.51290
H: -1.98811 1.30320 2.69300
H: -1.47081 0.69910 -1.89560
H: -3.49691 0.67860 -3.30690
H: -5.72461 0.53050 -2.26160
H: -5.93591 0.48190 0.19350
H: -3.93811 0.49520 1.60330
O: 0.47179 -1.76930 -0.67690
B: 1.67139 -1.24720 -0.16290
O: 2.35499 -2.27030 0.46820
C: 1.61019 -3.39550 0.35930
C: 1.83359 -4.67030 0.84780
C: 0.84099 -5.60810 0.60970
C: -0.32491 -5.28990 -0.09710
C: -0.54911 -4.02170 -0.60620
C: 0.43609 -3.08120 -0.35830
H: 2.73119 -4.91560 1.39050
H: 0.97069 -6.61250 0.98230
H: -1.07421 -6.05210 -0.24820
H: -1.43921 -3.76920 -1.16190

Cartesian forces (eV/Å) of the 2 atoms listed first:
1.8 1.8 -0.3
0.1 -0.4 0.0

Properties
LUMO energy (spin up / spin down) = -4.21 / -6.04 eV
Total charge = +1
HOMO (spin up / spin down) = -11.63 / -11.58 eV
2S+1 = 5

---

(6)
Entry from the OMol25 dataset: a 2-piece molecular cluster, C2H7NO overall (wB97M-V/def2-TZVPD).

Geometry (Å):
C: 0.53418 -0.12499 0.89130
C: 1.32000 0.32057 -0.15449
N: 0.78676 1.23448 -1.13957
H: -0.41336 0.38246 1.36459
H: 0.78319 -1.04419 1.44877
H: 2.45251 0.41509 -0.06368
H: -0.18249 1.35097 -0.96679
H: 1.49163 2.02041 -1.04843
H: -2.92739 -1.84330 0.12614
H: -1.57644 -1.07170 0.07864
O: -2.26860 -1.63979 -0.53648

Cartesian forces (eV/Å) of the 2 atoms listed first:
-1.8 -1.2 2.0
-0.3 4.3 -2.4

Properties
LUMO energy (spin up / spin down) = -5.82 / -8.71 eV
Total charge = +1
HOMO (spin up / spin down) = -15.17 / -15.16 eV
2S+1 = 2

---

- What is the 2S+1 in the first record?
  1